112
Properties=species:S:1:pos:R:3:lowdin_charge:R:1 method="wB97M-V/def2-TZVPD" homo_lumo_gap_ev="5.964 / 7.648" homo_energy_ev="-5.3 / -7.0" total_energy_ha=-4272.62507 de_lowest_ev=0.000 e_lumo_ev="0.64 / 0.64" total_charge=0 multiplicity=8
Eu 0.2215 0.1714 0.5915 1.12
O 0.5107 2.2841 -0.1428 -0.32
C 1.3215 3.1761 -0.5792 -0.40
C 0.9516 4.5477 -0.6346 -0.04
C 1.7903 5.5189 -1.1437 -0.10
C 3.0625 5.1879 -1.6274 -0.12
C 3.4561 3.8641 -1.5504 -0.06
C 2.6346 2.8582 -1.0272 -0.09
C 3.1707 1.4831 -0.8821 -0.27
N 2.5549 0.4118 -0.4343 0.03
C 3.4888 -0.6183 -0.4223 -0.14
C 4.6806 -0.1719 -0.8687 -0.07
N 4.4675 1.1695 -1.1631 0.11
H -0.0364 4.8150 -0.2714 0.10
H 1.4529 6.5519 -1.1721 0.10
H 3.7261 5.9418 -2.0399 0.09
H 4.4504 3.6160 -1.9198 0.10
H 3.2309 -1.6098 -0.0866 0.09
H 5.6324 -0.6606 -1.0149 0.11
H 5.1621 1.8135 -1.4856 0.13
C -1.3807 1.6783 4.4172 -0.28
P -1.1658 1.9591 2.6108 0.87
C -0.2294 3.5350 2.7265 -0.24
C -2.8607 2.5514 2.1304 -0.38
C -3.6594 3.2741 3.0298 -0.10
C -4.9395 3.6865 2.6980 -0.08
C -5.4499 3.3883 1.4383 -0.08
C -4.6659 2.6891 0.5346 -0.10
C -3.3715 2.2518 0.8547 -0.37
P -2.3375 1.3629 -0.4252 0.87
C -2.2367 2.7172 -1.6633 -0.24
C -3.6365 0.3588 -1.2673 -0.28
H -1.6040 2.6012 4.9569 0.03
H -0.4365 1.2836 4.8011 0.03
H -2.1626 0.9439 4.6238 0.03
H -0.8374 4.3150 3.1904 0.04
H 0.1068 3.8521 1.7441 0.01
H 0.6566 3.3605 3.3432 0.04
H -3.2747 3.5147 4.0203 0.09
H -5.5382 4.2390 3.4185 0.10
H -6.4543 3.7052 1.1627 0.10
H -5.0780 2.4755 -0.4481 0.09
H -3.2365 3.0732 -1.9336 0.04
H -1.7335 2.3581 -2.5641 0.02
H -1.6514 3.5401 -1.2569 0.03
H -4.4222 0.9555 -1.7405 0.03
H -4.0979 -0.3349 -0.5582 0.03
H -3.1553 -0.2307 -2.0483 0.01
C 3.1607 0.8912 4.1045 -0.01
C 2.3541 0.0439 3.1443 -0.38
O 1.5159 0.6233 2.4682 -0.14
C 2.6013 -1.4008 3.0545 -0.10
C 3.6019 -1.9681 3.8755 -0.05
C 3.9329 -3.2991 3.8292 -0.10
C 3.2382 -4.1216 2.9133 -0.09
C 2.2540 -3.6151 2.1048 -0.03
C 1.8781 -2.2349 2.1491 -0.41
O 0.9451 -1.8078 1.3967 -0.30
H 2.8688 1.9291 3.9697 0.08
H 4.2342 0.7892 3.9169 0.09
H 2.9788 0.5898 5.1426 0.09
H 4.1355 -1.3243 4.5699 0.10
H 4.7058 -3.7046 4.4739 0.09
H 3.4876 -5.1787 2.8468 0.10
H 1.7132 -4.2461 1.4036 0.10
C 4.1007 -3.3476 -3.1774 -0.09
C 3.7070 -2.2093 -3.8715 -0.08
C 2.4868 -1.5918 -3.5862 -0.08
C 1.6478 -2.1067 -2.6047 -0.37
C 2.0539 -3.2531 -1.9147 -0.12
C 3.2636 -3.8717 -2.1941 -0.08
P 0.0633 -1.3533 -2.0300 1.07
C -0.3479 -0.1512 -3.3646 -0.37
C -1.3025 -0.3280 -4.3648 -0.09
C -1.5381 0.6779 -5.3042 -0.08
C -0.8131 1.8666 -5.2606 -0.09
C 0.1350 2.0587 -4.2617 -0.08
C 0.3496 1.0637 -3.3172 -0.13
C -1.0835 -2.7627 -2.3449 -0.37
C -0.9661 -3.6260 -3.4392 -0.09
C -1.8799 -4.6505 -3.6467 -0.08
C -2.9349 -4.8360 -2.7534 -0.08
C -3.0604 -3.9960 -1.6566 -0.08
C -2.1356 -2.9713 -1.4537 -0.12
H 5.0501 -3.8270 -3.3989 0.10
H 4.3502 -1.7939 -4.6425 0.10
H 2.2042 -0.7023 -4.1394 0.10
H 1.4159 -3.6552 -1.1298 0.10
H 3.5571 -4.7598 -1.6377 0.11
H -1.8770 -1.2500 -4.4159 0.10
H -2.2920 0.5272 -6.0742 0.10
H -0.9964 2.6448 -5.9969 0.10
H 0.6938 2.9901 -4.1977 0.11
H 1.0608 1.2370 -2.5209 0.08
H -0.1491 -3.4920 -4.1396 0.11
H -1.7722 -5.3074 -4.5046 0.10
H -3.6480 -5.6409 -2.9118 0.10
H -3.8729 -4.1428 -0.9489 0.10
H -2.2250 -2.3314 -0.5839 0.05
C -2.2502 -3.3210 1.8809 -0.29
P -1.8902 -1.5290 2.1403 0.78
C -3.5754 -1.0229 2.6917 -0.29
C -1.0030 -1.6704 3.7479 -0.28
H -2.5738 -3.7917 2.8146 0.05
H -1.3486 -3.8276 1.5216 0.04
H -3.0389 -3.4536 1.1324 0.01
H -3.8810 -1.5448 3.6083 0.04
H -4.2893 -1.2741 1.8977 0.03
H -3.6479 0.0519 2.8558 0.01
H -1.7095 -1.7920 4.5766 0.05
H -0.3672 -0.8065 3.9354 0.00
H -0.3537 -2.5469 3.7007 0.04

=====

51
Properties=species:S:1:pos:R:3:lowdin_charge:R:1 method="wB97M-V/def2-TZVPD" homo_lumo_gap_ev=9.903 homo_energy_ev=-9.1 total_energy_ha=-1027.02367 e_lumo_ev=0.81 total_charge=0 smiles=COC[C@@H](C)N.COC[C@@H](C)N.CCCC[SiH3]
C -0.9609 2.0713 1.1465 -0.12
C -1.0122 1.0610 2.2904 -0.28
C -0.5634 -0.3498 1.9202 -0.30
C 0.9279 -0.4872 1.5691 -0.38
Si 1.4090 -0.1892 -0.2183 0.63
H -1.5531 2.9589 1.3728 0.07
H 0.0586 2.4023 0.9419 0.05
H -1.3546 1.6342 0.2238 0.07
H -2.0350 1.0062 2.6742 0.08
H -0.3960 1.4190 3.1224 0.11
H -0.7930 -1.0105 2.7606 0.10
H -1.1770 -0.7024 1.0815 0.09
H 1.2503 -1.5148 1.7684 0.06
H 1.5262 0.1443 2.2345 0.07
H 0.5134 -0.9849 -1.0913 -0.07
H 2.7980 -0.6629 -0.4459 -0.08
H 1.3370 1.2265 -0.6316 -0.07
C -5.0219 -1.4893 1.1675 -0.06
C -4.9034 -0.0524 1.6610 -0.44
C -5.0368 0.0981 3.1784 -0.21
O -6.3543 -0.0572 3.6700 -0.18
C -6.7326 -1.3769 4.0028 -0.11
N -5.8393 0.7887 0.9167 0.04
H -6.0591 -1.8268 1.1893 0.07
H -4.6807 -1.5563 0.1353 0.08
H -4.4267 -2.1713 1.7777 0.08
H -3.8946 0.3016 1.4173 0.12
H -4.7375 1.1141 3.4495 0.12
H -4.3617 -0.6001 3.6928 0.12
H -5.9016 -1.9190 4.4673 0.09
H -7.0737 -1.9456 3.1343 0.07
H -7.5505 -1.3081 4.7183 0.09
H -5.6707 1.7674 1.1226 0.07
H -6.7810 0.5954 1.2444 0.07
C 6.4882 1.3996 -3.1884 -0.07
C 5.3373 0.5759 -2.6250 -0.44
C 5.3326 -0.8855 -3.0811 -0.21
O 4.9748 -1.0754 -4.4382 -0.19
C 6.0409 -1.0517 -5.3639 -0.11
N 4.0748 1.2621 -2.9016 0.05
H 6.3192 1.6406 -4.2388 0.07
H 6.5682 2.3422 -2.6488 0.08
H 7.4381 0.8679 -3.1077 0.08
H 5.4486 0.5422 -1.5349 0.13
H 4.5776 -1.4220 -2.5012 0.11
H 6.3079 -1.3513 -2.8837 0.12
H 6.9299 -1.5428 -4.9529 0.09
H 6.3142 -0.0368 -5.6625 0.07
H 5.7147 -1.5990 -6.2470 0.09
H 3.3244 0.7983 -2.4006 0.02
H 3.8595 1.1516 -3.8884 0.07

=====

12
Properties=species:S:1:pos:R:3:lowdin_charge:R:1 method="wB97M-V/def2-TZVPD" homo_lumo_gap_ev=9.878 homo_energy_ev=-9.0 total_energy_ha=-616.73213 de_lowest_ev=1.235 e_lumo_ev=0.92 total_charge=0 smiles="C/C=C(/C)Cl"
C 1.8576 -0.7165 0.0733 -0.15
C 0.6820 0.2323 -0.2059 -0.22
C -0.6500 -0.1675 -0.2300 -0.70
C -1.7854 0.8390 0.0577 -0.16
H 1.5480 -1.8521 0.4828 0.10
H 2.5031 -0.1336 0.8874 0.10
H 2.3801 -0.9436 -0.9477 0.09
H 0.7934 1.2807 -0.5448 0.10
H -2.0905 0.9602 1.1908 0.11
H -2.7575 0.5720 -0.5757 0.10
H -1.3304 1.8000 -0.1318 0.04
Cl -1.1502 -1.8709 -0.0560 0.58

=====

17
Properties=species:S:1:pos:R:3:lowdin_charge:R:1 method="wB97M-V/def2-TZVPD" homo_lumo_gap_ev=9.141 homo_energy_ev=-12.8 total_energy_ha=-380.26050 de_lowest_ev=5.206 e_lumo_ev=-3.67 total_charge=+1
C 0.1187 2.2280 0.7414 -0.16
C 0.8783 -0.8904 0.0488 -0.05
C -0.3155 0.5979 2.3726 0.02
C -0.4163 -0.6092 0.6388 -0.09
C -0.0961 0.1429 -0.5322 -0.35
N -0.0080 1.8668 1.9124 0.05
N -0.6402 -0.2641 -2.0679 0.26
O 0.1093 1.5010 -0.4296 0.04
H 0.2677 3.3170 0.5776 0.16
H 1.8967 -0.6686 0.4342 0.14
H 0.8911 -1.9188 -0.4078 0.13
H -1.3232 0.4368 2.6914 0.09
H 0.5364 0.0715 2.9919 0.15
H -1.1660 -1.3463 0.7233 0.11
H 0.0131 -0.3243 -2.8615 0.16
H -1.4799 0.2503 -2.4977 0.20
H -0.8994 -1.2536 -2.0184 0.15

=====

70
Properties=species:S:1:pos:R:3:lowdin_charge:R:1 method="wB97M-V/def2-TZVPD" homo_lumo_gap_ev=5.765 homo_energy_ev=-3.4 total_energy_ha=-2118.24067 e_lumo_ev=2.33 total_charge=-1
C -2.5437 0.3430 -4.5452 -0.12
C -1.7616 0.4262 -3.2213 -0.19
B -1.6495 -0.9256 -2.3839 -0.56
O -2.6503 -1.8782 -2.5363 0.06
P -0.1764 -1.3710 -1.1316 0.62
C -0.9147 0.0694 0.1521 -0.27
C -2.3467 -0.0456 0.3854 -0.41
O -2.9232 -0.9218 1.0107 -0.03
C 0.5388 -2.7371 -2.3586 -0.27
C 1.9105 -2.5077 -2.9684 -0.43
O 2.3213 -3.6535 -3.7645 -0.07
C 2.0426 -1.2911 -3.8754 -0.24
N 1.0564 -1.2326 -4.9672 0.02
C 1.1774 -1.8447 0.2225 -0.76
Cl 2.3087 -0.4502 0.5425 0.48
C 0.5599 -2.3600 1.5250 -0.35
C 0.7937 -3.8529 1.7642 -0.11
H -3.1577 1.2323 -4.7199 0.06
H -3.2147 -0.5199 -4.5633 0.06
H -1.8698 0.2476 -5.4006 0.06
H -0.7537 0.8223 -3.3866 0.07
H -2.2370 1.1658 -2.5580 0.09
H -3.5400 -1.5151 -2.4545 0.10
H 0.6901 -0.3276 -1.6563 0.00
H -1.0338 -2.3775 -0.4971 0.04
H -0.3605 0.0931 1.0919 0.05
H -0.7166 1.0097 -0.3758 0.05
H -2.9808 0.7318 -0.1020 0.10
H 0.5915 -3.6656 -1.7708 0.07
H -0.1666 -2.9455 -3.1752 0.07
H 2.6589 -2.3880 -2.1734 0.12
H 1.8507 -4.4121 -3.4005 0.07
H 3.0450 -1.3338 -4.3182 0.10
H 2.0109 -0.3972 -3.2448 0.09
H 0.7962 -0.2650 -5.1203 0.05
H 0.2002 -1.6908 -4.6773 0.04
H 1.8463 -2.6099 -0.1756 0.03
H 0.9920 -1.8042 2.3611 0.06
H -0.5167 -2.1519 1.5236 0.08
H 1.8029 -4.1509 1.4646 0.07
H 0.7077 -4.0688 2.8323 0.05
H 0.0486 -4.4575 1.2398 0.07
O 1.0957 3.0514 -3.1332 0.11
C 0.8948 3.8815 -2.2954 -0.52
O 0.0359 3.6050 -1.2926 -0.01
C -0.1235 4.4390 -0.1477 -0.24
C -1.1135 5.5613 -0.3860 -0.07
C 1.5279 5.2565 -2.3694 0.01
H 0.8430 4.8102 0.1976 0.11
H -0.4977 3.7633 0.6202 0.12
H -0.7696 6.2454 -1.1624 0.06
H -1.2638 6.1321 0.5314 0.08
H -2.0719 5.1490 -0.7011 0.08
H 0.9031 5.8848 -3.0043 0.09
H 2.5001 5.1475 -2.8421 0.09
H 1.6571 5.7485 -1.4091 0.07
O 1.3051 -2.6222 4.7020 0.11
C 0.9809 -1.7150 5.4102 -0.51
O 0.0202 -1.9329 6.3426 0.00
C -0.3552 -0.9445 7.3005 -0.25
C -1.3929 0.0150 6.7549 -0.06
C 1.5442 -0.3258 5.2189 0.02
H 0.5233 -0.4206 7.6807 0.11
H -0.7696 -1.5155 8.1307 0.12
H -1.0050 0.5888 5.9136 0.07
H -1.7068 0.7136 7.5321 0.08
H -2.2652 -0.5373 6.4069 0.09
H 0.9599 0.1671 4.4410 0.10
H 2.5628 -0.4295 4.8560 0.09
H 1.5447 0.2952 6.1110 0.07